Entry 1:
C14H12N3O2PS | ωB97M-V/def2-TZVPD

Electronic energy = -1594.66787 hartree
Orbital gap = 6.99 eV

Structure (XYZ):
```
33
Properties=species:S:1:pos:R:3:forces:R:3:nbo_charge:R:1
N 1.5078 -2.6559 2.0496 1.0 1.3 -0.9 -1.118
P 1.5337 -0.8887 2.3346 -1.0 -0.2 0.6 1.213
O 2.9653 -0.6026 3.2332 -0.5 0.0 -2.2 -0.967
C 1.6402 -0.1457 0.5826 2.2 -0.5 -4.0 -0.403
C 2.3909 -1.0232 -0.4836 -1.5 2.7 0.2 -0.182
C 2.5312 -0.5858 -1.9802 -0.8 0.5 1.5 0.083
N 3.1583 -1.3153 -3.0616 -2.9 5.1 1.6 -0.546
S 2.8981 -0.1978 -4.3579 -0.8 0.3 2.6 0.847
N 2.0505 1.1138 -3.6880 0.7 -2.8 3.3 -0.565
C 1.8730 0.8147 -2.2846 0.7 -0.8 -1.4 0.107
C 1.1259 1.7305 -1.2445 0.7 -2.7 2.3 -0.232
C 0.9814 1.2558 0.2149 1.5 -0.6 -3.6 0.028
C 0.1848 2.1588 1.2978 -0.5 -1.1 -1.0 -0.551
C -1.3324 2.4236 0.7715 -0.9 1.6 -0.5 0.592
O -1.8573 3.5665 0.7207 2.0 -4.4 0.3 -0.508
C -2.1234 1.0805 0.3197 -1.7 -2.6 -0.7 -0.146
C -2.0022 0.4821 -1.1176 -1.8 -1.9 1.5 -0.205
C -2.7342 -0.8479 -1.5430 -0.2 1.9 4.2 -0.222
C -3.6100 -1.5607 -0.4757 1.9 3.0 0.2 -0.223
C -3.7640 -0.9451 0.9418 1.7 1.2 -2.1 -0.221
C -3.0296 0.3566 1.3594 0.2 -1.7 -3.4 -0.209
H 2.4469 -2.9580 1.7435 -0.5 -0.1 0.3 0.363
H 0.8839 -2.8310 1.2331 0.4 0.2 0.9 0.387
H 3.6701 -0.1718 2.6997 -0.5 -0.5 0.4 0.495
H 2.8581 -2.0273 -0.1842 -0.9 1.8 -0.4 0.228
H 0.6668 2.7262 -1.5921 0.9 -1.8 0.6 0.256
H 0.0632 1.4858 2.2211 0.3 1.2 -1.1 0.264
H 0.7202 3.1464 1.5100 -0.8 -1.5 -0.3 0.261
H -1.3732 0.9737 -1.9503 -1.1 -0.7 1.8 0.235
H -2.5848 -1.2622 -2.6003 -0.3 0.7 1.9 0.235
H -4.1170 -2.5383 -0.7988 0.7 1.7 0.9 0.231
H -4.4501 -1.4859 1.6950 1.3 1.1 -1.3 0.233
H -3.1721 0.7279 2.4341 0.4 -0.5 -1.9 0.240
```
Forces are in eV/Å.

---

Entry 2:
CH2OS | ωB97M-V/def2-TZVPD

Electronic energy = -512.71062 hartree
Orbital gap = 10.63 eV

Structure (XYZ):
```
5
Properties=species:S:1:pos:R:3:forces:R:3:nbo_charge:R:1
C -2.5371 0.1137 -0.5601 0.2 0.4 0.1 0.500
O -3.0982 -0.8382 -0.7475 -0.2 -0.4 -0.1 -0.500
S 1.2854 0.3333 0.1632 1.4 -0.8 0.8 -0.303
H 1.9858 -0.7416 0.7415 -0.9 1.1 -0.7 0.155
H 2.3640 1.1328 0.4030 -0.6 -0.2 -0.2 0.148
```
Forces are in eV/Å.

---

Entry 3:
CH4N2S | ωB97M-V/def2-TZVPD

Electronic energy = -548.11028 hartree
Orbital gap = 9.01 eV
SMILES string = C1=NS1.N

Structure (XYZ):
```
8
Properties=species:S:1:pos:R:3:forces:R:3:nbo_charge:R:1
C -1.1681 -2.0393 -0.1123 0.3 0.3 -0.4 -0.047
N -0.4237 -1.3486 -0.8138 0.3 -0.3 0.5 -0.311
S -2.2271 -1.4393 -1.3349 -0.8 0.2 -0.6 0.126
H -1.2071 -2.6733 0.7445 0.3 -0.2 0.4 0.232
N 1.0123 1.7622 0.4240 -0.1 0.0 0.1 -1.070
H 0.9216 2.7187 0.1023 0.0 -0.1 0.0 0.356
H 1.5218 1.2434 -0.2801 0.0 0.0 0.0 0.361
H 1.5703 1.7762 1.2703 0.0 0.0 -0.1 0.354
```
Forces are in eV/Å.

---

Entry 4:
C10H16 | ωB97M-V/def2-TZVPD

Electronic energy = -390.58768 hartree
Orbital gap = 10.08 eV
SMILES string = Cc1ccccc1.CCC

Structure (XYZ):
```
26
Properties=species:S:1:pos:R:3:forces:R:3:nbo_charge:R:1
C -1.7752 -3.6298 1.3704 1.3 1.5 0.7 -0.627
C -1.5724 -2.1233 0.9892 0.1 -3.3 1.2 0.005
C -0.5409 -1.4161 1.6051 -1.4 0.9 -0.1 -0.225
C -0.5008 -0.0426 1.3683 0.3 -1.1 -0.4 -0.193
C -1.3098 0.5126 0.3672 -0.6 0.3 0.1 -0.245
C -2.2887 -0.2391 -0.2957 1.1 -0.1 0.4 -0.187
C -2.4411 -1.5827 0.0997 0.0 2.3 -1.9 -0.238
H -1.6377 -3.6920 2.4737 -0.5 -0.3 -0.7 0.213
H -1.0123 -4.2564 0.9301 0.5 0.0 -0.1 0.214
H -2.6922 -4.0462 1.0128 -0.8 0.0 0.1 0.215
H 0.0770 -1.8892 2.3613 0.0 0.1 -0.2 0.213
H 0.2566 0.4657 1.9376 0.0 0.8 -0.2 0.215
H -1.2328 1.5638 0.1178 0.1 0.0 0.1 0.215
H -2.7994 0.1878 -1.1782 0.0 -0.3 0.8 0.216
H -3.1243 -2.1249 -0.5178 -0.5 -0.8 0.3 0.211
C 1.5360 2.7659 -2.0378 0.7 2.9 0.3 -0.604
C 1.7330 2.2224 -0.6356 -3.0 0.3 1.7 -0.422
C 2.7486 1.1676 -0.5861 2.1 -2.2 -2.2 -0.618
H 0.6222 3.4192 -2.1331 0.7 -0.9 0.0 0.208
H 1.6033 2.0124 -2.7970 -0.4 -0.5 -0.3 0.207
H 2.3913 3.4685 -2.2536 -0.7 -0.6 0.0 0.197
H 1.9523 3.0651 0.1611 -0.8 -1.6 -1.6 0.204
H 0.7499 1.6402 -0.3989 1.5 1.6 0.1 0.211
H 2.5178 0.1814 -0.1483 -0.5 0.6 0.0 0.215
H 3.0620 0.9374 -1.6643 -0.4 0.0 1.3 0.195
H 3.6776 1.4323 -0.1477 0.9 0.6 0.6 0.207
```
Forces are in eV/Å.